Entry 1:
C18H18N2O4S | ωB97M-V/def2-TZVPD

Each line ends with the Löwdin charge.
Cartesian coordinates (Å):
1 C 5.01 -3.28 -0.96  -0.0935
2 H 5.95 -3.20 -1.49  0.0929
3 O 4.74 -1.99 -0.46  -0.0875
4 C 3.61 -1.81 0.30  -0.2789
5 C 2.68 -2.80 0.58  -0.0375
6 C 1.56 -2.49 1.35  -0.0264
7 C 1.36 -1.21 1.84  -0.2897
8 C 2.31 -0.22 1.56  -0.0085
9 C 3.41 -0.53 0.80  0.0122
10 H 4.15 0.23 0.57  0.1222
11 H 2.19 0.78 1.94  0.1178
12 O 0.23 -1.01 2.58  -0.0736
13 C -0.28 0.30 2.70  -0.2643
14 C -1.78 0.17 2.95  -0.3925
15 H -1.98 -0.47 3.81  0.0824
16 H -2.25 1.14 3.05  0.0748
17 S -2.55 -0.66 1.52  1.0190
18 C -2.61 0.71 0.44  -0.6111
19 N -2.83 1.94 0.80  0.1339
20 C -2.80 2.67 -0.37  -0.2221
21 C -2.97 4.03 -0.57  -0.0167
22 C -2.89 4.49 -1.87  -0.1005
23 C -2.65 3.63 -2.94  -0.0987
24 C -2.48 2.27 -2.76  -0.0185
25 C -2.56 1.80 -1.46  -0.1575
26 N -2.46 0.54 -0.91  -0.0273
27 C -1.94 -0.65 -1.52  -0.0468
28 C -0.50 -0.86 -1.05  -0.5132
29 O 0.17 0.01 -0.57  0.1335
30 O -0.10 -2.11 -1.21  0.1239
31 H 0.78 -2.25 -0.81  0.1008
32 H -2.54 -1.52 -1.24  0.1292
33 H -1.95 -0.54 -2.61  0.1401
34 H -2.28 1.62 -3.59  0.1041
35 H -2.59 4.04 -3.94  0.0984
36 H -3.02 5.55 -2.07  0.0977
37 H -3.17 4.69 0.26  0.1090
38 H 0.18 0.82 3.55  0.1340
39 H -0.10 0.87 1.78  0.1131
40 H 0.83 -3.25 1.59  0.1287
41 H 2.80 -3.81 0.22  0.1079
42 H 5.11 -4.01 -0.15  0.0953
43 H 4.23 -3.62 -1.65  0.0938

## Properties
- Structure (SMILES): COc1ccc(OCCSc2nc3ccccc3n2CC(=O)O)cc1
- Relative energy (zero: lowest compared OMol25 entry of this formula, charge and spin): 133.36 kJ/mol
- LUMO energy: 0.6 eV
- E: -40963.9811 eV
- HOMO-LUMO gap: 8.660 eV
- Multiplicity: 1
- Max |F|: 0.0149 hartree/bohr

=====

Entry 2:
C14H17ClN4O4 | ωB97M-V/def2-TZVPD

Each line ends with the Löwdin charge.
Cartesian coordinates (Å):
1 C -2.28 0.75 5.16  0.0024
2 C -2.29 1.32 3.76  -0.5012
3 O -2.88 2.35 3.49  0.0511
4 N -1.65 0.60 2.80  -0.0669
5 C -0.82 -0.56 2.99  -0.1304
6 H -0.88 -0.93 4.01  0.1120
7 C 0.64 -0.21 2.65  -0.1551
8 N 0.70 0.25 1.28  -0.2025
9 C 2.05 0.43 0.77  -0.0919
10 C 2.10 0.31 -0.75  -0.4407
11 O 2.97 0.79 -1.43  0.0934
12 N 1.04 -0.42 -1.21  0.1144
13 C 0.71 -0.76 -2.50  -0.2187
14 C 1.51 -0.46 -3.60  0.0880
15 C 1.10 -0.84 -4.87  -0.1387
16 C -0.10 -1.50 -5.09  0.0022
17 C -0.90 -1.80 -4.01  -0.0863
18 C -0.51 -1.43 -2.74  -0.5664
19 Cl -1.54 -1.80 -1.40  0.7405
20 H -1.84 -2.31 -4.15  0.1097
21 H -0.38 -1.78 -6.10  0.1204
22 N 1.96 -0.53 -6.00  -0.3622
23 O 3.01 0.02 -5.78  0.0967
24 O 1.55 -0.85 -7.10  0.0818
25 H 2.45 0.05 -3.46  0.1170
26 H 0.39 -0.70 -0.48  0.0767
27 H 2.50 1.39 1.06  0.1394
28 H 2.70 -0.36 1.17  0.1369
29 C -0.11 1.45 1.12  -0.1451
30 C -1.56 1.13 1.45  -0.1158
31 H -2.18 2.02 1.40  0.1246
32 H -1.94 0.37 0.76  0.1074
33 H -0.03 1.79 0.08  0.1301
34 H 0.25 2.26 1.78  0.1376
35 H 1.26 -1.11 2.75  0.1259
36 H 1.01 0.55 3.36  0.1334
37 H -1.16 -1.34 2.31  0.1291
38 H -1.27 0.71 5.56  0.0820
39 H -2.88 1.40 5.79  0.0850
40 H -2.71 -0.25 5.17  0.0841

## Properties
- Structure (SMILES): CC(=O)N1CCN(CC(=O)Nc2cc([N+](=O)[O-])ccc2Cl)CC1
- Relative energy (zero: lowest compared OMol25 entry of this formula, charge and spin): 216.46 kJ/mol
- LUMO energy: -0.6 eV
- E: -41465.2400 eV
- HOMO-LUMO gap: 8.633 eV
- Multiplicity: 1
- Max |F|: 0.0276 hartree/bohr

=====

Entry 3:
C9H14 | ωB97M-V/def2-TZVPD

Each line ends with the Löwdin charge.
Cartesian coordinates (Å):
1 C 1.83 -2.24 -1.28  -0.0671
2 C 0.89 -0.15 -0.36  -0.0627
3 C 1.67 -1.27 -0.12  -0.3029
4 C 0.64 0.86 0.63  -0.0665
5 C 2.39 -1.50 1.07  -0.0255
6 C 1.42 0.68 1.78  -0.1229
7 C 2.24 -0.42 2.05  -0.0726
8 H 0.49 -0.06 -1.32  0.0821
9 H 0.03 1.76 0.56  0.0944
10 H 1.56 -1.75 -2.24  0.0784
11 H 1.15 -3.15 -1.19  0.1047
12 H 2.99 -2.40 1.12  0.1032
13 H 1.41 1.36 2.63  0.0927
14 H 2.68 -0.83 2.99  0.1016
15 H 2.86 -2.44 -1.39  0.0526
16 C -2.72 0.91 -0.20  -0.1804
17 C -3.32 2.02 -1.08  -0.1628
18 H -1.99 0.33 -0.73  0.0304
19 H -2.20 1.33 0.80  0.1000
20 H -3.49 0.21 0.10  0.0481
21 H -2.59 2.70 -1.40  0.0326
22 H -3.82 1.45 -1.87  0.0630
23 H -4.13 2.61 -0.55  0.0795

## Properties
- Structure (SMILES): Cc1ccccc1.CC
- Relative energy (zero: lowest compared OMol25 entry of this formula, charge and spin): 136.77 kJ/mol
- LUMO energy: 1.0 eV
- E: -9558.7640 eV
- HOMO-LUMO gap: 10.045 eV
- Multiplicity: 1
- Max |F|: 0.0869 hartree/bohr

=====

Entry 4:
C4H9NO2 | ωB97M-V/def2-TZVPD

Each line ends with the Löwdin charge.
Cartesian coordinates (Å):
1 C -1.23 0.08 1.10  -0.1053
2 N 0.14 0.09 0.63  -0.2505
3 C 0.90 1.21 1.15  -0.1048
4 C 0.17 0.08 -0.83  -0.1223
5 C 0.40 -1.32 -1.34  -0.5143
6 O -0.23 -1.55 -2.52  0.0960
7 O 1.08 -2.14 -0.80  0.1179
8 H -1.81 0.95 0.75  0.0884
9 H -1.27 0.13 2.19  0.0803
10 H -1.73 -0.84 0.82  0.0862
11 H 0.53 1.58 2.11  0.0808
12 H 1.94 0.92 1.31  0.0866
13 H 0.88 2.11 0.54  0.0772
14 H 1.05 0.63 -1.16  0.1319
15 H -0.71 0.56 -1.26  0.1280
16 H -0.12 -2.50 -2.71  0.1239

## Properties
- Structure (SMILES): CN(C)CC(=O)O
- Relative energy (zero: lowest compared OMol25 entry of this formula, charge and spin): 127.74 kJ/mol
- LUMO energy: 0.8 eV
- E: -9878.7367 eV
- HOMO-LUMO gap: 9.660 eV
- Multiplicity: 1
- Max |F|: 0.0153 hartree/bohr

=====

Entry 5:
C23H32BrCsN9O3S2 | ωB97M-V/def2-TZVPD

Each line ends with the Löwdin charge.
Cartesian coordinates (Å):
1 Cs 0.00 0.00 0.00  0.9270
2 N -8.11 -3.88 2.33  0.0657
3 C -7.24 -3.01 1.64  -0.3408
4 C -7.61 -2.52 0.38  -0.0448
5 C -6.72 -1.74 -0.36  -0.0592
6 C -5.44 -1.49 0.14  -0.2664
7 C -5.04 -2.04 1.36  -0.0583
8 C -5.93 -2.82 2.09  -0.0398
9 S -4.26 -0.49 -0.84  0.5146
10 O -4.46 0.82 -0.23  -0.3816
11 O -4.79 -0.65 -2.19  -0.3807
12 N -2.83 -1.16 -0.59  -0.1868
13 C -1.61 -0.52 -1.77  -0.3650
14 N -0.95 0.83 -2.82  0.0457
15 C 0.07 0.55 -3.62  -0.2660
16 C 0.62 -0.71 -3.63  -0.0930
17 C 0.12 -1.71 -2.78  -0.2700
18 N -0.90 -1.66 -1.87  -0.1789
19 H -9.08 -3.69 2.14  0.0785
20 H -7.91 -3.90 3.33  0.0800
21 H -8.59 -2.73 -0.03  0.1001
22 H -7.01 -1.34 -1.33  0.1087
23 H -4.03 -1.87 1.73  0.1113
24 H -5.60 -3.27 3.02  0.1040
25 H 0.43 1.35 -4.25  0.1031
26 H 1.44 -0.95 -4.30  0.0914
27 H 0.58 -2.70 -2.82  -0.0048
28 C 2.14 -4.77 -0.37  -0.2447
29 S 0.77 -3.81 -1.04  0.8964
30 C 0.87 -4.48 -2.71  -0.2637
31 O 1.21 -2.38 -1.10  -0.6738
32 H 1.90 -5.84 -0.42  0.0523
33 H 2.29 -4.49 0.68  0.0596
34 H 3.05 -4.56 -0.93  0.0566
35 H 0.68 -5.56 -2.69  0.0664
36 H 1.86 -4.29 -3.13  0.0766
37 H 0.12 -3.99 -3.33  0.0543
38 Br 6.87 3.45 0.29  0.7329
39 C 5.19 2.60 0.20  -0.6897
40 C 4.27 2.78 1.23  -0.1033
41 C 3.05 2.14 1.12  -0.1273
42 N 2.72 1.34 0.08  -0.0184
43 C 3.64 1.19 -0.90  -0.1280
44 C 4.88 1.79 -0.88  -0.1161
45 H 4.49 3.41 2.08  0.1051
46 H 2.29 2.24 1.88  0.0953
47 H 3.34 0.54 -1.72  0.1093
48 H 5.58 1.63 -1.70  0.1001
49 C -1.82 3.31 0.07  -0.1859
50 N -1.28 2.52 1.17  -0.1833
51 C -0.33 3.33 1.92  -0.2026
52 N -1.00 4.52 2.45  -0.0985
53 C -1.54 5.29 1.34  -0.1872
54 N -2.49 4.50 0.58  -0.0926
55 C -3.57 4.08 1.46  -0.1729
56 N -3.05 3.30 2.57  -0.0890
57 C -2.37 2.12 2.04  -0.1820
58 C -2.09 4.11 3.32  -0.1837
59 H -2.50 2.71 -0.54  0.1228
60 H -1.01 3.60 -0.63  0.1259
61 H 0.52 3.62 1.29  0.1131
62 H 0.11 2.75 2.74  0.1221
63 H -0.73 5.65 0.69  0.1218
64 H -2.01 6.21 1.71  0.1199
65 H -4.32 3.51 0.90  0.1289
66 H -4.12 4.96 1.84  0.1207
67 H -3.08 1.48 1.51  0.1068
68 H -1.99 1.49 2.86  0.1252
69 H -1.71 3.55 4.18  0.1267
70 H -2.59 4.98 3.75  0.1199
71 H 0.43 -1.01 2.65  -0.3099

## Properties
- Relative energy (zero: lowest compared OMol25 entry of this formula, charge and spin): 334.03 kJ/mol
- LUMO energy: 1.7 eV
- Net charge: -1
- E: -136174.1548 eV
- HOMO-LUMO gap: 4.222 eV
- Multiplicity: 1
- Max |F|: 0.0936 hartree/bohr

=====

Entry 6:
C15H23N4O8 | ωB97M-V/def2-TZVPD

Each line ends with the Löwdin charge.
Cartesian coordinates (Å):
1 O 2.99 -1.19 2.59  0.0106
2 O -0.21 -1.67 -0.58  -0.0602
3 O -1.78 -4.41 1.71  0.0233
4 O -1.96 -0.33 -0.42  -0.0431
5 N -2.47 1.86 -3.35  0.1089
6 O 2.52 0.92 -2.86  -0.0810
7 O -2.90 4.17 -1.54  -0.0416
8 O -1.22 4.13 0.91  -0.0270
9 O 1.32 3.12 0.58  -0.0194
10 C 1.85 -1.51 2.88  -0.5615
11 C -1.14 -1.14 0.07  -0.7049
12 C -0.68 -3.91 1.48  -0.4400
13 C -1.73 1.06 -4.08  -0.1761
14 C -1.61 2.32 -2.36  -0.1954
15 C -0.32 1.89 -2.57  -0.1480
16 N -0.42 1.08 -3.66  0.1224
17 N 0.16 -4.64 0.73  0.0382
18 N 1.05 -2.07 1.97  0.1037
19 C 1.34 -1.28 4.28  -0.0035
20 C 1.50 -4.36 0.24  -0.0787
21 C 1.84 1.08 -1.60  -0.1897
22 C -2.02 3.11 -1.14  -0.2603
23 C -0.80 3.66 -0.39  -0.2556
24 C 0.29 2.58 -0.26  -0.2663
25 C 0.84 2.24 -1.66  -0.1543
26 C -1.29 -1.44 1.57  -0.0626
27 C -0.34 -2.53 2.11  -0.1912
28 H 3.13 0.16 -2.80  0.0907
29 H -3.46 3.81 -2.25  0.0864
30 H -2.04 4.64 0.78  0.1018
31 H 0.85 3.51 1.35  0.0932
32 H -2.11 0.47 -4.92  0.1093
33 H 0.33 0.47 -4.00  0.1479
34 H -0.27 -5.49 0.39  0.1322
35 H 1.38 -2.05 1.02  0.1093
36 H 0.42 -0.70 4.24  0.0754
37 H 2.09 -0.73 4.84  0.0787
38 H 1.16 -2.24 4.76  0.0783
39 H 1.85 -5.17 -0.39  0.0789
40 H 1.49 -3.44 -0.35  0.0647
41 H 2.19 -4.24 1.08  0.0784
42 H 1.32 0.16 -1.34  0.1109
43 H 2.58 1.28 -0.81  0.1239
44 H -2.56 2.41 -0.48  0.1537
45 H -0.40 4.51 -0.96  0.1625
46 H -0.13 1.69 0.20  0.1607
47 H 1.35 3.11 -2.07  0.1554
48 H -2.32 -1.74 1.76  0.1153
49 H -1.11 -0.52 2.12  0.1111
50 H -0.57 -2.64 3.17  0.1346

## Properties
- Relative energy (zero: lowest compared OMol25 entry of this formula, charge and spin): 0.00 kJ/mol
- LUMO energy: 2.8 eV
- Net charge: -1
- E: -38271.8561 eV
- HOMO-LUMO gap: 7.955 eV
- Multiplicity: 1
- Max |F|: 0.0323 hartree/bohr